Entry 1:
Here is a structure of composition C25H51AlFKO23P from the Open Molecules 2025 dataset. Energies are from the ωB97M-V functional and the def2-TZVPD basis.

```
! wB97M-V def2-TZVPD RIJCOSX def2/J DEFGRID3
* xyz -1 1
Al -0.456 0.914 -1.063
K 0.387 2.719 -4.908
P 1.808 -0.159 -3.082
O 2.006 1.279 -2.609
O 1.593 -1.019 -1.762
O 2.961 -0.661 -4.096
O 0.388 -0.138 -3.753
C -4.301 0.996 1.495
O -3.151 0.999 0.640
H -4.398 1.833 2.187
H -5.180 0.920 0.855
H -4.341 0.068 2.065
F -0.585 3.501 -2.443
C 2.289 0.579 5.525
C 1.828 0.395 4.075
O 2.817 0.599 3.122
C 2.584 0.867 1.912
O 1.554 0.731 1.280
O 3.695 1.495 1.492
C 3.748 2.253 0.276
H 3.335 0.318 5.685
H 1.601 0.092 6.216
H 2.106 1.647 5.639
H 1.059 1.168 4.056
H 1.610 -0.640 3.812
H 4.109 3.268 0.439
H 2.721 2.441 -0.035
H 4.455 1.898 -0.474
C -1.177 2.157 5.043
C -1.365 3.347 4.170
O -0.483 3.221 3.055
C -0.736 3.581 1.819
O 0.144 3.399 0.910
O -1.910 4.139 1.677
C -2.344 4.466 0.357
H -2.025 1.993 5.709
H -0.260 2.107 5.630
H -1.089 1.323 4.348
H -1.324 4.289 4.717
H -2.415 3.136 3.967
H -2.857 5.428 0.380
H -3.100 3.709 0.149
H -1.625 4.592 -0.452
C -2.520 -0.407 -7.225
C -2.510 -0.109 -5.728
O -3.657 0.483 -5.214
C -3.555 1.126 -4.060
O -2.600 1.226 -3.221
O -4.740 1.623 -3.751
C -5.038 2.192 -2.505
H -2.716 0.471 -7.840
H -3.022 -1.352 -7.435
H -1.490 -0.632 -7.499
H -1.649 0.527 -5.520
H -2.278 -1.071 -5.271
H -6.031 2.640 -2.542
H -4.303 2.892 -2.107
H -5.175 1.370 -1.803
C 9.647 -1.934 1.154
C 8.919 -1.011 0.172
O 7.679 -1.536 0.091
C 6.735 -1.041 -0.687
O 6.783 -0.037 -1.446
O 5.626 -1.822 -0.350
C 4.408 -1.558 -1.154
H 10.630 -1.603 1.490
H 9.756 -2.942 0.756
H 9.111 -2.083 2.091
H 9.526 -1.043 -0.732
H 8.847 0.024 0.508
H 4.767 -1.822 -2.149
H 4.295 -0.474 -1.137
H 3.520 -2.185 -1.079
C -2.574 -1.560 4.128
C -2.522 -2.157 2.728
O -1.208 -2.706 2.579
C -0.394 -2.391 1.600
O -0.590 -1.508 0.698
O 0.738 -3.110 1.833
C 1.840 -2.892 0.935
H -1.692 -0.955 4.336
H -2.546 -2.298 4.930
H -3.420 -0.893 4.296
H -2.640 -1.470 1.890
H -3.338 -2.847 2.512
H 2.644 -3.598 1.143
H 2.276 -1.895 1.002
H 1.600 -2.997 -0.123
C -5.689 -1.580 -2.281
C -4.964 -2.114 -1.038
O -3.998 -3.034 -1.495
C -2.750 -2.605 -1.844
O -2.365 -1.433 -1.692
O -1.962 -3.676 -2.228
C -0.569 -3.303 -2.307
H -5.772 -2.277 -3.115
H -5.278 -0.646 -2.662
H -6.725 -1.448 -1.969
H -5.612 -2.746 -0.430
H -4.457 -1.415 -0.374
H -0.343 -2.652 -1.463
H -0.364 -2.750 -3.223
H 0.035 -4.205 -2.205
*
```

Energy relative to the best compared isomer or geometry (same formula, charge and spin)   124.85 kJ/mol
LUMO energy   -0.03767 Ha
E_tot   -108768.5291 eV



Entry 2:
Here is a cluster of 14 separate species, C4H34NO16 in total from the Open Molecules 2025 dataset. Energies are from the ωB97M-V functional and the def2-TZVPD basis.

```
! wB97M-V def2-TZVPD RIJCOSX def2/J DEFGRID3
* xyz -1 1
C 1.341 -0.596 1.456
C 0.914 -1.229 2.802
C -0.466 -1.899 2.646
O 1.880 -2.232 3.169
N 0.798 0.752 1.285
C 0.049 1.110 0.167
O -0.123 2.348 0.003
O -0.426 0.208 -0.559
H 2.434 -0.587 1.431
H 0.983 -1.262 0.663
H 0.860 -0.479 3.576
H -0.485 -2.952 2.921
H -0.825 -1.712 1.633
H -1.290 -1.435 3.212
H 2.270 -2.549 2.349
H 1.140 1.355 2.014
H 0.562 -0.622 -4.103
H 0.447 -2.023 -3.575
O 0.224 -1.511 -4.373
H -2.349 3.173 2.547
H -1.312 3.031 1.509
O -1.427 3.403 2.394
H -0.094 1.408 -2.964
H 0.115 0.241 -2.169
O 0.615 0.738 -2.885
H -2.280 2.594 -2.446
H -1.072 2.550 -1.367
O -1.346 2.773 -2.302
H -3.738 -1.077 -0.971
H -4.391 -1.537 0.379
O -4.380 -0.816 -0.260
H 3.380 1.930 -1.114
H 2.323 2.194 -2.157
O 3.278 2.145 -2.046
H 4.231 -0.901 -0.629
H 4.495 0.475 -1.206
O 4.201 0.024 -0.402
H -1.131 2.178 3.931
H -0.887 0.895 3.134
O -0.959 1.231 4.026
H -3.625 0.764 0.308
H -3.231 2.281 -0.052
O -3.748 1.707 0.515
H -1.682 -0.618 -1.531
H -2.169 -0.891 -2.946
O -2.347 -1.135 -2.031
H -0.707 -3.651 -3.055
H -2.079 -3.180 -2.386
O -1.198 -3.488 -2.232
H 3.209 1.646 1.296
H 3.141 1.669 2.938
O 3.661 1.705 2.135
H 0.494 -3.158 -1.373
H 1.315 -2.013 -1.626
O 1.407 -2.976 -1.681
*
```

Energy relative to the best compared isomer or geometry (same formula, charge and spin)   322.43 kJ/mol
LUMO energy   0.09121 Ha
E_tot   -38954.2746 eV



Entry 3:
Here is a cluster of 5 separate species, C30H20BrFO19 in total from the Open Molecules 2025 dataset. Energies are from the ωB97M-V functional and the def2-TZVPD basis.

```
! wB97M-V def2-TZVPD RIJCOSX def2/J DEFGRID3
* xyz 0 1
O 1.269 1.431 -2.579
C 0.643 2.350 -3.000
O 0.945 3.660 -2.751
C -0.239 4.393 -2.900
O -0.404 5.444 -2.384
C -1.165 3.578 -3.707
C -2.448 4.101 -4.238
C -3.615 3.862 -3.262
F -4.442 2.855 -3.751
C -0.632 2.353 -3.773
Br -1.301 0.842 -4.532
H -2.697 3.568 -5.152
H -2.356 5.164 -4.442
H -3.244 3.540 -2.289
H -4.192 4.771 -3.107
O 0.542 -3.363 1.431
C 0.151 -2.392 0.807
C 0.625 -1.041 1.022
C 0.111 -0.038 0.294
O 0.487 1.222 0.431
C -0.960 -0.272 -0.747
O -1.382 0.703 -1.341
C -1.413 -1.624 -0.976
C -0.898 -2.628 -0.251
O -1.266 -3.888 -0.399
H 1.388 -0.884 1.772
H -0.025 1.746 -0.216
H -2.171 -1.785 -1.730
H -0.728 -4.407 0.229
O -5.285 -1.635 3.101
C -4.419 -1.110 3.775
C -4.578 -0.731 5.165
C -3.557 -0.144 5.805
O -3.606 0.237 7.071
C -2.240 0.139 5.126
O -1.382 0.690 5.789
C -2.075 -0.258 3.741
C -3.095 -0.847 3.104
O -3.039 -1.245 1.841
H -5.526 -0.935 5.642
H -2.735 0.632 7.271
H -1.123 -0.065 3.265
H -3.914 -1.631 1.638
O 0.782 3.722 0.021
C 1.644 3.948 0.849
C 1.402 3.927 2.279
C 2.402 4.206 3.125
O 2.273 4.210 4.442
C 3.787 4.547 2.639
O 4.622 4.801 3.488
C 4.038 4.549 1.215
C 3.042 4.269 0.359
O 3.227 4.255 -0.951
H 0.405 3.684 2.619
H 3.152 4.447 4.799
H 5.038 4.780 0.879
H 2.390 4.033 -1.402
O 2.093 -5.718 -5.052
C 2.334 -5.865 -3.869
C 1.370 -5.653 -2.805
C 1.751 -5.831 -1.534
O 0.943 -5.657 -0.498
C 3.152 -6.245 -1.162
O 3.397 -6.364 0.023
C 4.109 -6.476 -2.226
C 3.730 -6.301 -3.500
O 4.531 -6.488 -4.537
H 0.368 -5.354 -3.077
H 1.477 -5.838 0.303
H 5.108 -6.786 -1.953
H 4.000 -6.287 -5.332
*
```

SMILES string   O=C1OC(=O)C(CCF)=C1Br.O=C1C=C(O)C(=O)C=C1O.O=C1C=C(O)C(=O)C=C1O.O=C1C=C(O)C(=O)C=C1O.O=C1C=C(O)C(=O)C=C1O
LUMO energy   -0.05680 Ha
E_tot   -143094.9778 eV



Entry 4:
Here is a structure of composition ClFeH10O5 from the Open Molecules 2025 dataset. Energies are from the ωB97M-V functional and the def2-TZVPD basis.

```
! wB97M-V def2-TZVPD RIJCOSX def2/J DEFGRID3
* xyz 1 5
Fe 0.283 0.134 -0.265
Cl 2.055 1.472 -1.255
O 1.477 -1.644 -0.148
H 1.486 -2.213 0.635
H 1.956 -2.135 -0.831
O 0.950 0.653 1.685
H 1.785 0.949 2.079
H 0.266 0.866 2.336
O -1.110 1.771 -0.110
H -1.995 1.810 0.277
H -0.791 2.688 -0.142
O -0.520 -0.386 -2.070
H -1.134 0.217 -2.517
H 0.021 -0.762 -2.781
O -1.346 -0.913 0.813
H -2.292 -1.084 0.698
H -1.091 -1.423 1.595
*
```

Energy relative to the best compared isomer or geometry (same formula, charge and spin)   0.00 kJ/mol
LUMO energy (spin up / spin down)   -0.13737 / -0.13701 Ha
⟨S²⟩   6.01
E_tot   -57305.7116 eV



Entry 5:
Here is a structure of composition C32H34CrN6O4PS3 from the Open Molecules 2025 dataset. Energies are from the ωB97M-V functional and the def2-TZVPD basis.

```
! wB97M-V def2-TZVPD RIJCOSX def2/J DEFGRID3
* xyz 0 4
Cr -0.013 0.501 0.617
C 2.916 0.612 -2.687
C 2.063 0.125 -1.546
N 1.118 0.873 -1.069
N 0.894 2.068 -1.779
C -0.153 2.723 -1.404
S -1.217 2.405 -0.087
S -0.556 4.203 -2.273
C 0.156 3.910 -3.925
C -0.695 3.013 -4.786
C -1.795 3.532 -5.465
C -2.622 2.710 -6.217
C -2.358 1.350 -6.305
C -1.255 0.825 -5.647
C -0.430 1.650 -4.894
C 2.362 -1.225 -1.030
C 3.284 -2.022 -1.737
C 3.612 -3.302 -1.350
C 3.011 -3.836 -0.209
C 2.113 -3.086 0.511
C 1.775 -1.773 0.132
O 0.937 -1.132 0.906
H 2.699 1.646 -2.918
H 2.752 0.004 -3.578
H 3.967 0.518 -2.410
H 1.165 3.525 -3.796
H 0.213 4.912 -4.352
H -2.011 4.593 -5.394
H -3.473 3.133 -6.735
H -3.002 0.707 -6.891
H -1.032 -0.233 -5.725
H 0.433 1.245 -4.389
H 3.755 -1.629 -2.625
H 4.322 -3.879 -1.927
H 3.252 -4.841 0.114
H 1.636 -3.476 1.402
N -1.044 1.221 5.302
C -1.063 1.247 3.932
S -0.770 2.707 3.141
N -1.390 0.052 3.446
N -1.313 -0.166 2.123
C -2.016 -1.189 1.721
C -2.864 -2.018 2.616
C -4.231 -2.109 2.381
C -5.037 -2.910 3.181
C -4.474 -3.639 4.216
C -3.106 -3.557 4.454
C -2.308 -2.746 3.666
C -1.985 -1.513 0.280
C -2.591 -2.636 -0.266
C -2.537 -2.832 -1.635
C -1.891 -1.904 -2.434
C -1.273 -0.833 -1.820
N -1.309 -0.657 -0.500
H -1.067 2.113 5.764
H -1.493 0.438 5.748
H -4.677 -1.527 1.582
H -6.102 -2.960 2.993
H -5.097 -4.270 4.837
H -2.661 -4.119 5.265
H -1.246 -2.672 3.860
H -3.088 -3.343 0.381
H -3.005 -3.704 -2.075
H -1.848 -2.008 -3.509
H -0.748 -0.078 -2.390
C 1.953 -0.269 3.851
O 2.061 1.098 3.436
P 1.844 1.526 1.907
O 2.391 3.020 1.927
C 2.161 4.045 2.902
O 3.087 0.833 1.147
C 4.431 0.961 1.603
H 2.577 -0.376 4.736
H 2.297 -0.947 3.068
H 0.917 -0.498 4.101
H 1.263 4.604 2.654
H 3.031 4.697 2.856
H 2.060 3.617 3.896
H 4.974 0.095 1.227
H 4.487 0.983 2.691
H 4.873 1.874 1.205
*
```

Energy relative to the best compared isomer or geometry (same formula, charge and spin)   84.91 kJ/mol
LUMO energy (spin up / spin down)   -0.01282 / -0.02238 Ha
⟨S²⟩   3.79
E_tot   -121085.7514 eV



Entry 6:
Here is a cluster of 7 separate species, C11H36N6O11 in total from the Open Molecules 2025 dataset. Energies are from the ωB97M-V functional and the def2-TZVPD basis.

```
! wB97M-V def2-TZVPD RIJCOSX def2/J DEFGRID3
* xyz 0 1
N 1.235 1.144 -1.448
C 0.334 1.222 -0.353
N -0.682 2.040 -0.668
O 0.565 0.791 0.771
H 0.743 1.223 -2.338
H 2.061 0.583 -1.427
H -0.535 2.679 -1.388
H -1.213 2.390 0.130
N -1.626 -0.478 -2.751
C -1.148 0.064 -3.945
N -1.548 -0.507 -5.145
O -0.430 1.115 -3.928
H -2.166 -1.342 -2.626
H -1.495 0.158 -1.959
H -1.963 -1.419 -5.193
H -1.171 -0.070 -5.966
N -1.329 -4.949 -1.269
C -1.350 -3.713 -1.911
N -0.091 -3.107 -2.051
O -2.394 -3.250 -2.412
H -0.579 -5.318 -0.828
H -2.283 -5.337 -1.117
H -0.072 -2.211 -2.497
H 0.617 -3.262 -1.322
O -2.674 2.756 1.901
C -3.919 2.328 2.546
C -4.433 0.906 2.036
O -3.387 -0.032 2.301
H -1.992 2.687 2.592
H -3.775 2.178 3.546
H -4.607 3.213 2.377
H -4.701 1.004 0.971
H -5.253 0.736 2.658
H -2.652 0.259 1.783
O -0.881 2.096 4.178
C -0.277 0.915 4.724
C 0.689 1.263 5.875
O 1.657 2.242 5.542
H -0.112 2.664 4.352
H -1.082 0.243 5.165
H 0.266 0.380 3.872
H 1.165 0.372 6.330
H 0.093 1.717 6.651
H 2.277 1.895 4.958
O 2.590 0.719 3.061
C 3.114 -0.596 2.942
C 3.333 -1.183 4.419
O 3.646 -2.570 4.259
H 1.821 0.933 2.493
H 2.404 -1.267 2.471
H 4.056 -0.556 2.340
H 2.406 -0.923 4.988
H 4.104 -0.625 4.952
H 4.510 -2.672 4.635
O 3.105 -1.241 -5.692
C 1.795 -0.691 -5.779
C 1.753 0.663 -6.488
O 0.439 1.223 -6.319
H 3.545 -0.938 -4.908
H 1.203 -1.380 -6.316
H 1.389 -0.640 -4.741
H 1.960 0.534 -7.545
H 2.493 1.328 -6.018
H 0.450 1.616 -5.472
*
```

Energy relative to the best compared isomer or geometry (same formula, charge and spin)   74.67 kJ/mol
SMILES string   NC(N)=O.NC(N)=O.NC(N)=O.OCCO.OCCO.OCCO.OCCO
LUMO energy   0.00762 Ha
E_tot   -43454.6902 eV



Entry 7:
Here is the molecule C16H16ClN3 from the Open Molecules 2025 dataset. Energies are from the ωB97M-V functional and the def2-TZVPD basis.

```
! wB97M-V def2-TZVPD RIJCOSX def2/J DEFGRID3
* xyz 0 1
C 5.219 2.092 -0.221
C 3.996 1.255 -0.155
N 2.829 1.675 0.242
C 1.990 0.595 0.146
C 0.637 0.497 0.440
C 0.011 -0.729 0.253
N -1.346 -0.916 0.447
C -2.181 -0.111 1.304
C -3.565 0.031 0.721
C -4.693 -0.012 1.527
C -5.958 0.136 0.985
C -6.092 0.322 -0.381
Cl -7.670 0.503 -1.067
C -4.978 0.365 -1.203
C -3.721 0.220 -0.647
C 0.753 -1.826 -0.227
C 2.095 -1.742 -0.527
C 2.714 -0.519 -0.335
N 4.002 -0.066 -0.518
C 5.128 -0.814 -0.995
H 5.997 1.688 0.428
H 4.971 3.098 0.101
H 5.606 2.125 -1.239
H 0.115 1.371 0.792
H -1.645 -1.877 0.378
H -1.738 0.883 1.393
H -2.250 -0.534 2.319
H -4.588 -0.159 2.592
H -6.833 0.103 1.615
H -5.096 0.513 -2.265
H -2.845 0.251 -1.276
H 0.242 -2.769 -0.367
H 2.630 -2.606 -0.894
H 5.934 -0.814 -0.257
H 5.510 -0.388 -1.927
H 4.821 -1.841 -1.180
*
```

Energy relative to the best compared isomer or geometry (same formula, charge and spin)   16.89 kJ/mol
SMILES string   Cc1nc2cc(NCc3ccc(Cl)cc3)ccc2n1C
LUMO energy   0.02790 Ha
E_tot   -33845.2428 eV



Entry 8:
Here is the molecule C2H4N2OS2 from the Open Molecules 2025 dataset. Energies are from the ωB97M-V functional and the def2-TZVPD basis.

```
! wB97M-V def2-TZVPD RIJCOSX def2/J DEFGRID3
* xyz 0 1
N 2.085 0.413 1.946
N 0.818 0.417 1.440
C 0.448 0.017 0.259
S 1.442 -0.593 -0.896
C -1.087 0.242 0.100
O -1.733 0.717 1.009
S -1.890 -0.246 -1.423
H 2.406 -0.570 1.811
H 2.732 0.808 1.233
H 0.131 0.788 2.090
H -0.719 -0.715 -1.965
*
```

Energy relative to the best compared isomer or geometry (same formula, charge and spin)   93.58 kJ/mol
SMILES string   NNC(=S)C(=O)S
LUMO energy   -0.02494 Ha
E_tot   -28836.1133 eV



Entry 9:
Here is a cluster of 2 separate species, C4H7NO4 in total from the Open Molecules 2025 dataset. Energies are from the ωB97M-V functional and the def2-TZVPD basis.

```
! wB97M-V def2-TZVPD RIJCOSX def2/J DEFGRID3
* xyz 0 1
O 1.616 -0.363 1.620
C 1.398 -0.871 0.527
O 2.350 -0.912 -0.429
N 0.306 -1.667 0.270
O 0.285 -2.510 -0.855
H 3.060 -0.332 -0.086
H -0.203 -2.006 1.079
H -0.186 -1.985 -1.528
C -1.738 1.272 0.633
C -1.005 1.119 -0.653
C 0.206 1.588 -0.865
O 1.180 2.177 -1.147
H -1.114 0.967 1.478
H -2.638 0.650 0.632
H -2.040 2.314 0.776
H -1.477 0.560 -1.452
*
```

Energy relative to the best compared isomer or geometry (same formula, charge and spin)   328.14 kJ/mol
SMILES string   O=C(O)NO.CC=C=O
LUMO energy   0.01724 Ha
E_tot   -13939.2361 eV



Entry 10:
Here is a structure of composition C6H15Cl3InO6P2S from the Open Molecules 2025 dataset. Energies are from the ωB97M-V functional and the def2-TZVPD basis.

```
! wB97M-V def2-TZVPD RIJCOSX def2/J DEFGRID3
* xyz -1 1
C -3.668 1.605 0.192
C -3.262 2.864 -0.513
Cl -3.449 2.637 -2.269
C -1.868 3.347 -0.041
Cl -0.984 4.290 -1.325
In -0.369 1.767 0.514
Cl -1.118 0.243 2.283
P 0.029 0.346 -1.570
O 1.476 0.082 -1.888
P 1.641 3.012 1.405
C 2.837 1.714 1.915
O 2.388 3.709 0.063
H -4.738 1.472 0.125
H -3.138 0.749 -0.203
H -3.409 1.708 1.240
H -3.983 3.617 -0.228
H -1.989 4.060 0.755
H -0.672 -0.886 -1.388
H -0.657 0.920 -2.672
H 3.368 1.309 1.064
H 3.544 2.120 2.622
H 2.255 0.945 2.405
H 1.778 4.415 -0.215
C 1.734 -3.329 -0.806
C 0.628 -4.306 -1.131
O 0.844 -5.399 -0.222
S 1.437 -4.837 1.157
O 0.386 -4.697 2.095
O 2.602 -5.584 1.467
O 1.850 -3.390 0.627
H 2.685 -3.641 -1.241
H 1.501 -2.317 -1.130
H 0.676 -4.668 -2.154
H -0.356 -3.877 -0.936
*
```

Energy relative to the best compared isomer or geometry (same formula, charge and spin)   41.61 kJ/mol
LUMO energy   0.09643 Ha
E_tot   -90907.1285 eV